{
  "formula": "C17H33BN2O21S7",
  "method": "the ωB97M-V functional and the def2-TZVPD basis",
  "species": ["H", "O", "O", "H", "O", "C", "H", "O", "H", "H", "S", "O", "C", "S", "H", "C", "S", "C", "C", "C", "C", "C", "H", "O", "H", "O", "H", "H", "H", "O", "H", "C", "N", "C", "H", "H", "C", "O", "S", "H", "S", "H", "C", "C", "H", "H", "O", "S", "N", "O", "H", "B", "O", "O", "H", "H", "C", "H", "H", "C", "H", "H", "O", "H", "H", "S", "O", "H", "H", "O", "C", "H", "H", "O", "O", "H", "O", "O", "O", "H", "C"],
  "positions_angstrom": [[7.621, 2.371, -4.497], [-11.374, -3.207, 3.533], [-5.011, -4.739, 0.792], [-2.016, -3.200, 3.604], [3.714, 8.172, -3.934], [-2.996, -5.334, -1.963], [2.706, 0.174, -0.049], [-3.902, 0.373, 2.521], [4.467, -2.789, 1.141], [-8.183, -3.367, 3.902], [-3.836, -1.017, 2.785], [-11.627, -1.401, 5.204], [-1.741, -1.961, 1.858], [2.186, -4.339, -0.568], [2.224, 9.612, -3.793], [2.327, 8.533, -3.863], [3.943, 6.729, -3.284], [5.676, -1.010, 0.770], [5.787, 3.322, -3.822], [-3.591, -6.623, -1.437], [1.804, -3.398, 0.624], [6.550, 2.331, -4.670], [-1.189, -1.058, 1.577], [-9.896, -1.256, 3.458], [1.756, 3.575, 0.725], [-3.449, -4.328, -1.048], [5.779, 4.317, -4.244], [1.832, 8.178, -4.768], [3.474, -1.360, 3.301], [-4.987, -1.766, 3.146], [1.255, -0.745, -0.478], [-8.557, -1.240, 3.973], [5.545, -1.011, -0.621], [0.492, 2.096, -0.171], [-1.356, -2.806, 1.306], [-4.645, -6.717, -1.706], [4.790, -1.876, 1.635], [6.533, -0.346, 1.302], [-3.672, -4.963, 0.405], [5.165, -0.166, -1.042], [4.514, 1.200, -3.801], [-8.480, -0.426, 4.697], [-8.378, -2.584, 4.637], [-1.710, -2.185, 3.349], [5.086, -1.840, -0.971], [-7.843, -1.079, 3.170], [-2.689, -1.271, 3.872], [0.787, 0.909, 1.184], [1.609, -2.685, 1.577], [4.427, 0.704, -2.468], [6.182, 3.361, -2.804], [2.318, -1.385, 1.399], [2.484, 6.552, -2.652], [3.645, 0.731, -4.812], [3.791, -0.016, 2.161], [-3.051, -7.502, -1.775], [1.812, 7.819, -2.632], [-0.465, 2.576, -0.040], [2.094, 8.343, -1.717], [1.644, 3.087, -0.235], [5.387, -2.179, 2.479], [-7.586, -2.580, 5.380], [-2.576, -4.610, 1.234], [6.348, 2.474, -5.733], [-1.905, -5.358, -1.937], [-10.819, -2.203, 4.363], [6.028, 1.048, -4.280], [2.550, 2.529, -0.408], [1.476, 3.820, -1.014], [-3.129, -1.750, 1.554], [1.833, -0.333, 0.345], [-0.734, -1.981, 3.781], [0.735, 7.675, -2.650], [-9.650, -2.844, 5.253], [4.892, 6.852, -2.242], [0.468, 1.492, -1.070], [4.099, 5.769, -4.316], [-3.498, -6.500, -0.012], [4.454, 2.789, -3.767], [-3.329, -5.101, -2.970], [3.586, -1.074, 2.267]],
  "forces_ev_per_a": [[-0.008, -0.238, 0.124], [-0.254, -0.045, -0.121], [-0.128, 0.216, 0.229], [0.002, -0.002, -0.029], [0.006, -0.086, 0.308], [0.423, -0.140, -0.064], [0.241, 0.144, -0.186], [-0.277, 0.240, 0.128], [-0.124, -0.105, -0.258], [0.041, 0.015, 0.005], [0.619, -0.422, -0.142], [-0.245, -0.024, 0.130], [0.612, 0.634, -0.130], [-0.196, -0.138, -0.193], [0.241, 0.025, 0.018], [-0.339, -0.104, -0.293], [-0.492, 0.341, 0.041], [0.632, 0.020, -0.137], [0.523, -0.017, 0.430], [-0.416, 0.008, -0.221], [0.059, -0.557, 0.296], [-0.070, 0.198, -0.375], [-0.044, -0.024, 0.078], [-0.034, -0.403, 0.046], [-0.017, 0.288, 0.133], [-0.207, -0.174, 0.087], [-0.286, 0.007, -0.066], [-0.012, 0.004, 0.017], [0.018, 0.008, 0.297], [-0.333, 0.159, -0.020], [-0.062, -0.188, -0.149], [0.295, 0.401, 0.272], [-0.556, -0.538, 0.428], [0.907, -0.360, 0.085], [-0.223, -0.091, -0.095], [0.019, 0.005, -0.040], [-0.259, -0.088, 0.524], [-0.159, 0.593, 0.184], [-0.028, -0.257, -0.493], [0.599, -0.195, 0.026], [0.495, 0.482, -0.047], [0.022, -0.010, -0.002], [0.128, -0.294, -0.442], [-0.009, -0.553, 0.003], [-0.371, 0.179, -0.083], [-0.151, -0.024, -0.145], [-0.042, 0.227, -0.229], [-0.302, -0.154, 0.311], [0.322, 0.559, -0.713], [-0.379, 0.031, -0.257], [0.007, 0.000, -0.021], [-0.075, 0.468, 0.886], [0.028, -0.015, -0.371], [-0.327, -0.180, 0.024], [0.176, 0.287, 0.417], [0.088, -0.041, 0.231], [0.087, 0.341, 0.331], [-0.303, -0.013, 0.251], [-0.020, 0.026, -0.019], [-0.501, -0.279, 0.236], [0.407, -0.198, 0.137], [-0.170, -0.020, 0.187], [-0.018, -0.240, 0.276], [-0.008, 0.003, 0.011], [-0.008, -0.020, -0.011], [0.568, 0.053, -0.012], [-0.097, 0.064, 0.270], [0.485, 0.023, -0.296], [0.159, 0.213, -0.239], [-0.216, -0.144, 0.339], [-0.392, 0.160, -0.143], [-0.087, 0.231, 0.099], [0.031, -0.254, -0.034], [-0.090, 0.347, 0.033], [0.323, -0.084, 0.016], [-0.235, -0.020, -0.311], [0.049, -0.076, -0.032], [0.331, 0.201, -0.058], [-0.024, -0.221, -0.288], [-0.127, 0.183, 0.080], [-0.221, -0.349, -1.259]],
  "energy_ev": -140661.276,
  "smiles": "CCSCB(CCC(N)=O)N=C=S.O=S1(=O)OCCO1.O=S1(=O)OCCO1.O=S1(=O)OCCO1.O=S1(=O)OCCO1.O=S1(=O)OCCO1",
  "molar_mass_g_mol": 836.725,
  "charge": 0
}